# 1
Entry from the OMol25 dataset: a cluster of 5 separate species, C12H32ClO16S4 in total at a distorted geometry (wB97M-V/def2-TZVPD).

Positions of all 65 atoms, in Å:
Cl 23.29618 -29.37622 -27.04298
O 22.25127 -28.55462 -27.50184
O 24.03173 -28.61936 -26.13065
O 22.58418 -30.49572 -26.44111
O 24.19490 -29.78094 -28.06687
O 18.30846 -21.95934 -26.80314
S 18.30939 -23.31997 -26.26225
O 18.00348 -23.76409 -24.89360
O 17.36564 -24.23972 -27.31499
C 17.22928 -25.57392 -27.10657
C 16.73855 -26.22755 -28.44239
C 19.95444 -24.00156 -26.61514
H 16.39254 -25.56798 -26.40805
H 18.07551 -26.04715 -26.60852
H 16.57683 -27.29766 -28.31272
H 17.41553 -25.96151 -29.25418
H 15.81124 -25.74126 -28.74522
H 20.08997 -23.90838 -27.69267
H 20.03636 -25.06397 -26.38562
H 20.63906 -23.29726 -26.14254
O 25.87653 -30.71883 -33.99289
S 26.77136 -31.91957 -33.93204
O 26.87981 -32.81106 -35.11440
O 28.30767 -31.50480 -33.43079
C 28.40565 -30.43110 -32.51461
C 29.60809 -30.68457 -31.62063
C 26.34533 -32.93526 -32.46820
H 27.51668 -30.18916 -31.93211
H 28.59445 -29.53755 -33.10961
H 30.57509 -30.38752 -32.02656
H 29.64166 -31.70287 -31.23329
H 29.54680 -29.98822 -30.78430
H 25.34053 -33.29319 -32.69259
H 26.40512 -32.30651 -31.57983
H 27.11388 -33.70815 -32.45978
O 22.65517 -36.18552 -26.37034
S 23.44502 -36.56343 -25.20790
O 23.45170 -37.97082 -24.76124
O 25.02873 -36.08895 -25.49749
C 25.33304 -34.86339 -26.04549
C 26.12577 -33.99278 -25.01257
C 23.10150 -35.59584 -23.76087
H 24.43756 -34.28135 -26.26332
H 25.91050 -35.06974 -26.94663
H 25.65389 -34.06934 -24.03299
H 26.32614 -33.00930 -25.43768
H 27.10068 -34.47903 -24.97743
H 22.55487 -34.69026 -24.02396
H 24.05851 -35.32554 -23.31458
H 22.69107 -36.28099 -23.01910
O 24.88197 -22.89361 -32.72600
S 24.03778 -23.76374 -31.96891
O 22.81540 -23.24833 -31.31838
O 23.56482 -25.06335 -32.96367
C 22.92709 -26.19095 -32.27436
C 21.88203 -26.72045 -33.21259
C 24.94576 -24.70772 -30.75904
H 22.46068 -25.98889 -31.31014
H 23.62048 -27.01440 -32.10336
H 21.91179 -27.80941 -33.24958
H 22.04393 -26.31985 -34.21330
H 20.84488 -26.46031 -33.00103
H 24.19615 -25.18914 -30.13101
H 25.51702 -23.96407 -30.20338
H 25.50162 -25.48290 -31.28651

Atoms 1-3, force components in eV/Å:
Cl -2.06 -1.36 0.47
O -1.62 1.92 -2.14
O 1.89 1.02 2.78

Summary:
Multiplicity: 1
ΔE to the lowest compared entry with this formula, charge and spin in kJ/mol: 392.3
Lowest unoccupied orbital energy in eV: 2.017
Charge: -1

# 2
Entry from the OMol25 dataset: the molecule C14H24N2O2 (wB97M-V/def2-TZVPD).

Positions of all 42 atoms, in Å:
C -6.88670 -0.15921 -0.03447
C -5.79774 -0.39963 1.00481
C -4.43661 -0.72114 0.38847
C -3.83364 0.46419 -0.36716
N -2.49239 0.17521 -0.82562
C -1.39488 0.75473 -0.29548
O -1.43962 1.63180 0.53969
C -0.08911 0.18599 -0.84708
C 0.23718 -1.17308 -0.21685
C 1.75674 -1.17103 -0.06586
O 2.43854 -2.14509 0.16919
N 2.18514 0.09490 -0.22944
C 3.55183 0.53664 -0.06321
C 4.14589 0.24100 1.31726
C 5.64387 0.46270 1.10937
C 5.91575 0.11789 -0.36950
C 4.54622 -0.15858 -1.00032
C 1.12259 1.04521 -0.47229
H -6.96111 -1.00646 -0.71301
H -6.68291 0.73496 -0.61739
H -7.84890 -0.02942 0.45494
H -5.70254 0.48057 1.64331
H -6.09450 -1.23805 1.63871
H -3.74529 -1.00606 1.18474
H -4.53671 -1.57232 -0.29046
H -3.75485 1.33083 0.29250
H -4.45232 0.72489 -1.23037
H -2.38348 -0.59450 -1.46681
H -0.16640 0.08793 -1.93347
H -0.19298 -1.25969 0.78408
H -0.09216 -2.02767 -0.80542
H 3.56219 1.61653 -0.24418
H 3.72928 0.87636 2.09772
H 3.94314 -0.80097 1.56252
H 6.23522 -0.15308 1.78456
H 5.89593 1.50618 1.30393
H 6.40619 0.95402 -0.86891
H 6.56687 -0.74954 -0.46266
H 4.33067 -1.22608 -0.99190
H 4.47535 0.20508 -2.02477
H 0.89486 1.62603 0.43147
H 1.40139 1.73793 -1.27058

Atoms 1-3, force components in eV/Å:
C 0.09 0.02 0.23
C 0.04 -0.17 -0.22
C -0.07 0.32 0.14

Summary:
Multiplicity: 1
ΔE to the lowest compared entry with this formula, charge and spin in kJ/mol: 35.9
SMILES string: CCCCNC(=O)[C@@H]1CC(=O)N(C2CCCC2)C1
Lowest unoccupied orbital energy in eV: 0.685
Charge: 0

# 3
Entry from the OMol25 dataset: a structure of composition C4H12As at a distorted geometry (wB97M-V/def2-TZVPD).

Positions of all 17 atoms, in Å:
C 1.47739 -1.72087 0.38749
C 1.07997 -0.94065 -0.62822
As 0.76048 1.12644 -0.34631
C -0.90149 0.54411 0.73587
C -1.95440 -0.21093 -0.09023
H 0.99271 -2.66345 0.65310
H 2.26597 -1.35053 1.04586
H 0.86206 -1.36428 -1.61466
H -0.12744 1.15360 -1.68447
H 0.44025 2.66871 -0.04133
H 1.64943 1.05674 0.98598
H 2.04355 1.58625 -1.17943
H -0.58071 -0.08368 1.56707
H -1.34015 1.47135 1.11519
H -1.71541 -0.18220 -1.15894
H -2.96523 0.17721 0.06280
H -1.98698 -1.26781 0.19022

Atoms 1-3, force components in eV/Å:
C -0.18 0.22 -0.29
C 1.15 0.17 -0.18
As 0.75 0.21 0.13

Summary:
Multiplicity: 1
Lowest unoccupied orbital energy in eV: 4.388
Charge: -1

# 4
Entry from the OMol25 dataset: a structure of composition C14H18Br3Cl3O12 at a distorted geometry (wB97M-V/def2-TZVPD).

Positions of all 50 atoms, in Å:
C -2.48200 3.57764 1.00051
Br -2.12451 5.42771 0.33247
Br -3.47993 2.64910 -0.41084
Br -3.59324 3.69679 2.68290
H -1.57096 3.02808 1.23739
C -1.01626 -1.25748 1.01102
Cl -2.49856 -1.97176 0.33331
Cl -0.32158 -2.25022 2.32961
Cl -1.56037 0.34962 1.52884
H -0.29710 -1.04624 0.21962
C 4.48348 -2.71722 -1.85874
C 4.01615 -3.00977 -0.43033
O 3.15438 -1.93541 -0.16645
C 2.79079 -1.35643 -1.26277
O 1.85253 -0.52066 -1.34505
O 3.48802 -1.78848 -2.27083
H 4.46576 -3.67353 -2.38147
H 5.47338 -2.27603 -1.97514
H 4.77148 -3.19111 0.33432
H 3.47307 -3.95271 -0.36687
C -2.60171 0.34173 5.35821
C -2.84593 -0.88878 4.49637
O -3.99634 -1.45566 5.05397
C -4.65093 -0.54275 5.68964
O -5.83764 -0.61829 5.95732
O -3.86610 0.55043 5.91532
H -2.24794 1.19632 4.78148
H -1.81421 0.12072 6.07868
H -1.99247 -1.52221 4.73819
H -3.02663 -0.69322 3.43939
C -0.65591 -1.56330 -3.12044
C -0.37997 -2.37270 -4.43066
O 0.30870 -1.36725 -5.21037
C 0.32556 -0.14554 -4.56866
O 0.87036 0.90098 -4.91639
O -0.30972 -0.20298 -3.41406
H -0.12674 -1.98447 -2.26563
H -1.68593 -1.80428 -2.85760
H -1.31541 -2.66066 -4.91040
H 0.23677 -3.25423 -4.25570
C 2.42981 2.52221 -1.41369
C 0.96985 2.31552 -1.06353
O 0.72554 3.40967 -0.24628
C 1.57462 4.46545 -0.44265
O 1.55557 5.57258 0.05255
O 2.54224 3.99111 -1.32508
H 2.58273 2.20127 -2.44409
H 3.17030 1.99124 -0.81549
H 0.71037 1.44600 -0.45962
H 0.32660 2.26916 -1.94227

Atoms 1-3, force components in eV/Å:
C -1.23 1.11 -0.09
Br 0.05 -1.33 0.65
Br 0.45 0.18 0.64

Summary:
Multiplicity: 1
ΔE to the lowest compared entry with this formula, charge and spin in kJ/mol: 124.4
Lowest unoccupied orbital energy in eV: -0.307
Charge: 0

# 5
Entry from the OMol25 dataset: a cluster of 2 separate species, C2HCl4NO2 in total at a distorted geometry (wB97M-V/def2-TZVPD).

Positions of all 10 atoms, in Å:
C 0.18965 0.38222 -0.57346
C 1.42395 1.15663 -0.58222
N -2.70843 2.09943 0.81648
O -2.06783 1.74048 1.74823
O -2.60514 1.97417 -0.36680
Cl -1.09535 0.72899 -1.53046
Cl 1.35066 2.58697 -1.62094
Cl 1.86863 1.66766 1.08792
Cl 2.79338 0.11428 -1.16454
H 0.10856 -0.43570 0.12615

Atoms 1-3, force components in eV/Å:
C 0.32 -0.39 0.44
C 0.83 0.38 -0.09
N -0.64 0.47 0.57

Summary:
Multiplicity: 1
ΔE to the lowest compared entry with this formula, charge and spin in kJ/mol: 230.7
Lowest unoccupied orbital energy (alpha / beta) in eV: -0.985 / -1.612
Charge: 0

# 6
Entry from the OMol25 dataset: a structure of composition C31H32N3OS3SiW (wB97M-V/def2-TZVPD).

Positions of all 72 atoms, in Å:
W -1.37642 0.40517 -0.33820
C -1.48741 2.88504 -0.70493
C -2.36439 2.15898 -1.55254
C -3.34070 1.53382 -0.72796
C -3.00969 1.81867 0.62382
C -1.87764 2.67912 0.62476
H -0.62224 3.44437 -1.02856
H -2.36488 2.17311 -2.63222
H -4.22333 1.03347 -1.09610
H -3.58196 1.53746 1.49737
H -1.41130 3.10663 1.49818
N -0.45484 -2.43860 1.20467
C -1.84168 -2.37444 1.12257
C -2.53141 -3.51611 1.54588
C -3.90146 -3.53965 1.48367
C -4.57194 -2.40850 1.02484
C -3.83000 -1.32552 0.62864
N -2.47108 -1.28922 0.64301
C 0.45191 -1.41608 1.36932
C 1.78499 -1.94500 1.72693
C 2.87279 -1.33846 2.19058
C 3.09535 0.08238 2.58960
C 1.04726 0.91466 1.18241
N 0.07387 -0.19889 1.16718
H -0.10816 -3.35686 1.43824
H -1.97294 -4.36108 1.92012
H -4.44417 -4.41823 1.80053
H -5.64797 -2.36312 0.97011
H -4.31974 -0.43951 0.26605
H 1.87563 -3.00666 1.52640
H 3.73848 -1.97871 2.32320
H 3.90423 0.45539 1.95655
H 0.42875 1.81187 1.25373
O 0.39104 0.79373 -1.09018
C 1.55103 1.00356 -0.30354
C 2.08063 2.38895 -0.60264
C 2.11104 2.95364 -1.84386
C 2.71324 4.23722 -1.85191
C 3.14016 4.61636 -0.61706
S 2.80495 3.42750 0.56329
C 1.89017 0.97109 2.43850
C 1.49077 1.84634 3.37004
C 2.09303 2.06381 4.67396
C 3.07531 1.29287 5.13497
S 3.80369 -0.03288 4.28780
C 2.52483 -0.06115 -0.75032
C 2.18674 -1.25460 -1.31734
C 3.31563 -2.04651 -1.65555
C 4.48800 -1.41869 -1.36664
S 4.22739 0.10117 -0.62953
H 1.71786 2.45341 -2.71617
H 2.82492 4.84772 -2.73327
H 3.63098 5.53021 -0.33621
H 0.63913 2.47257 3.13394
H 1.70702 2.85813 5.29440
H 3.49356 1.42946 6.12165
H 1.16440 -1.53374 -1.51991
H 3.26043 -3.00832 -2.13955
H 5.49075 -1.75796 -1.56052
C -3.61265 -0.94030 -2.98576
Si -1.81789 -0.99815 -2.41142
C -0.75155 -0.40253 -3.83501
C -1.44650 -2.83331 -2.14281
H -3.73439 -1.60712 -3.84081
H -3.91125 0.05715 -3.30917
H -4.31621 -1.27027 -2.22064
H -0.94185 -1.01299 -4.71938
H 0.30958 -0.45513 -3.59765
H -0.97051 0.63408 -4.09183
H -1.51248 -3.34335 -3.10584
H -2.17624 -3.30357 -1.48235
H -0.45271 -3.02390 -1.73946

Atoms 1-3, force components in eV/Å:
W 0.13 0.51 0.61
C -0.01 -0.04 -0.01
C -0.08 0.10 -0.09

Summary:
Multiplicity: 3
Expectation value of S²: 2.012
Lowest unoccupied orbital energy (alpha / beta) in eV: -3.273 / -3.311
Charge: +1

The evaluated molecular weight for the records listed, in turn: 596.09, 252.36, 135.06, 724.36, 212.85, 770.74 g/mol.
The evaluated total energy for the records listed, in turn: -101576.6915, -21984.1509, -65175.4709, -287072.7344, -57758.9486, -81387.2676 eV.